(1)
{
  "formula": "CH13O5S",
  "method": "ωB97M-V/def2-TZVPD",
  "elements": ["H", "H", "H", "H", "H", "C", "H", "H", "O", "O", "H", "O", "H", "S", "H", "H", "H", "O", "H", "O"],
  "xyz": [[0.93863, 1.46548, -0.46239], [-1.87330, -0.78181, 2.49918], [-3.15323, 1.10474, -1.27359], [1.08845, -0.71233, 2.97723], [2.64692, -2.59990, -2.40560], [1.03638, 0.17560, 2.18591], [1.69101, 2.16623, -1.62002], [-3.11801, -1.05114, 3.28532], [1.81887, 1.52444, -0.93561], [-0.21560, -0.46223, -1.90092], [2.16274, -1.92285, -3.76456], [2.51624, -2.75511, -3.34433], [-2.54945, 1.91152, -0.29113], [-0.48434, 0.54466, 1.31857], [-0.52292, -0.17565, -0.99219], [1.82020, -0.21244, 1.53778], [0.68374, 0.01895, -1.86113], [-3.33124, 2.03200, -0.98576], [1.06191, 1.02379, 2.80484], [-2.21701, -1.29396, 3.22840]],
  "forces_ev_per_angstrom": [[1.369, 0.292, -0.601], [0.141, 0.277, -0.219], [-1.042, 0.716, -0.741], [-1.297, 1.645, -1.380], [-0.171, 0.335, -0.065], [-0.353, -4.028, 0.860], [-0.117, 0.683, -0.607], [-1.507, 0.325, 0.171], [-1.217, -0.861, 1.226], [1.604, 1.720, 1.775], [0.563, -1.327, 1.063], [-0.414, 0.974, -1.002], [-2.399, 1.472, -1.602], [0.166, -0.369, 0.080], [0.123, -0.734, -1.461], [0.363, 1.438, -0.248], [-1.680, -1.124, -0.470], [3.457, -2.185, 2.306], [1.237, 1.501, 0.599], [1.174, -0.752, 0.316]],
  "orbital_gap_ha": [0.403, 0.257],
  "lumo_ev": [0.132, -3.491],
  "charge": 0,
  "e_above_lowest_ev": 1.587,
  "spin_multiplicity": 2
}

(2)
{
  "formula": "C42H53N4OPV",
  "method": "ωB97M-V/def2-TZVPD",
  "elements": ["H", "H", "C", "C", "C", "C", "H", "V", "H", "H", "H", "C", "H", "H", "H", "C", "C", "C", "C", "C", "H", "H", "P", "H", "N", "C", "C", "C", "C", "C", "H", "H", "H", "H", "N", "N", "C", "H", "C", "C", "C", "H", "C", "N", "H", "H", "C", "C", "H", "C", "H", "C", "C", "H", "C", "C", "H", "H", "C", "H", "H", "H", "H", "H", "C", "H", "H", "C", "H", "H", "H", "C", "H", "H", "C", "C", "H", "C", "C", "H", "H", "C", "H", "O", "H", "H", "C", "H", "H", "H", "H", "H", "H", "H", "C", "C", "H", "H", "C", "C", "H", "C"],
  "xyz": [[1.75675, 1.64375, -5.90786], [-0.90719, -1.33931, 2.83931], [-0.17996, 2.15303, 0.90797], [-3.00347, -3.54382, -1.07003], [3.62595, -4.66332, -3.11046], [-1.10560, -2.63686, -2.32880], [2.46092, -1.82129, -4.52031], [0.13164, -0.86715, 0.45435], [6.87207, -1.13719, -0.55497], [-5.10279, 3.61537, 3.97969], [6.74497, -2.80806, 0.01904], [1.75801, -3.78291, -1.86905], [0.80391, -1.82501, 3.00445], [0.62045, 4.61684, 3.15390], [-2.36206, 2.91876, 6.40353], [4.90890, -1.66219, 0.13569], [1.11427, 0.20752, -4.44615], [-1.12738, -0.58072, -4.64444], [-4.26744, 3.07199, 3.52656], [-1.31498, -3.61395, -3.29796], [2.39530, 0.13472, -1.27856], [2.54766, 0.89346, 4.03776], [0.29254, -1.48652, -2.36266], [-3.31553, 1.22556, -0.32211], [0.05173, 0.82703, 0.62163], [-1.14817, 2.91465, 0.17649], [3.51212, -3.60763, -3.99505], [1.60576, 1.12723, 3.52624], [-2.95398, 3.40412, 5.61667], [-1.92573, -2.59406, -1.14713], [-3.64706, -3.50003, -0.19815], [-1.99161, 0.32611, -1.02540], [-0.42402, 1.67161, -7.08921], [-2.31322, 4.13007, 5.10645], [-2.42227, 0.91862, 2.90978], [2.03890, -1.37248, 0.16364], [2.70787, -2.31926, 0.92554], [0.10701, 1.56974, -1.85239], [2.88381, -0.60298, -0.65724], [2.52946, -2.63342, -3.80859], [-1.30988, 0.23648, -5.76115], [-0.05047, 3.27506, -2.31991], [-2.59823, 1.21907, -1.14748], [-2.25068, 1.78912, 4.00007], [-3.63185, 3.77220, 2.97683], [-5.20527, 1.77562, 5.76985], [1.64532, -2.70015, -2.73967], [-4.31571, 1.32305, 5.31708], [6.80096, -1.47904, 1.17821], [4.24738, -0.73536, -0.67596], [2.07789, -2.96251, 1.52258], [-0.27637, 1.02835, -6.22934], [-2.33756, -4.55219, -3.18263], [-0.33172, -2.83558, 2.09097], [-3.45066, 2.37395, 4.60722], [-0.05625, -1.79169, 2.32201], [-3.73884, 0.82690, 6.10474], [-3.98699, -5.21978, -1.92423], [0.94428, 1.01104, -5.56794], [4.19100, -3.52946, -4.83611], [1.31004, 0.27034, 2.93466], [-1.69936, 1.30751, 4.69844], [-2.27242, 0.25285, -6.26128], [0.83101, 1.29555, 4.28140], [-1.53565, 4.17671, 0.62527], [-1.30295, 5.76298, 2.07290], [-1.94137, -1.19406, -4.27641], [-3.18804, -4.49132, -2.03312], [-2.48579, -5.30693, -3.94755], [2.05536, 0.24053, -3.90559], [3.12468, 3.08923, 1.09051], [0.08850, 4.12992, 2.33941], [4.39182, -5.41824, -3.25070], [4.47621, -3.25552, 1.57674], [2.89338, 2.15413, 1.61384], [-0.59673, 2.33292, -2.19425], [-3.21932, 0.30041, 2.99315], [-0.96362, 4.79186, 1.72797], [-1.67476, -1.64650, -0.09045], [-2.31134, 4.69676, 0.06906], [-0.66727, -3.63731, -4.17198], [0.09460, -0.62439, -3.98549], [2.58060, 1.41685, 0.87925], [-2.60372, -1.29877, 0.70960], [-0.99543, 2.02306, -3.16649], [4.81570, -0.09282, -1.34425], [0.51047, 2.86109, 1.95430], [-2.35524, 3.31236, -1.49252], [2.81187, -5.57055, -1.34231], [2.09108, 3.18501, 3.29761], [3.80786, 1.78357, 2.09230], [-4.67035, 2.35058, 2.81315], [-3.79308, 3.92588, 6.09115], [-3.14962, 1.13557, -2.09271], [6.40309, -1.77798, 0.19713], [4.05602, -2.47920, 0.94358], [-2.44543, 1.41262, 2.03085], [1.05908, -3.86983, -1.04420], [1.78024, 2.36669, 2.64061], [-1.72436, 2.48078, -1.16597], [-4.65009, 0.55833, 4.60887], [2.74045, -4.74779, -2.04378]],
  "forces_ev_per_angstrom": [[-0.008, -0.015, 0.028], [0.013, 0.013, -0.083], [0.056, -0.399, 0.150], [0.063, 0.217, -0.052], [0.010, -0.073, 0.044], [0.007, -0.167, 0.245], [0.018, -0.062, -0.007], [0.220, 0.643, -0.180], [-0.006, -0.031, 0.025], [0.035, -0.015, -0.029], [-0.014, 0.071, 0.005], [0.111, -0.179, 0.160], [0.018, 0.059, -0.091], [-0.033, -0.039, -0.011], [-0.055, 0.063, -0.082], [0.026, -0.109, 0.128], [0.190, 0.202, -0.179], [-0.189, -0.011, -0.291], [0.045, 0.067, -0.076], [-0.148, 0.001, 0.027], [-0.092, 0.038, 0.039], [-0.051, 0.027, -0.033], [-0.184, -0.640, -0.347], [0.029, -0.006, -0.056], [-0.048, 1.348, 0.203], [-0.087, 0.124, -0.045], [-0.154, 0.252, -0.031], [-0.053, 0.213, -0.001], [0.078, 0.061, 0.078], [0.028, -0.012, -0.011], [0.049, 0.042, -0.003], [-0.086, 0.150, -0.042], [0.007, -0.014, -0.006], [-0.085, -0.067, 0.068], [0.042, -0.149, 0.344], [1.340, -0.431, 0.058], [-0.235, 0.308, -0.295], [-0.030, 0.030, -0.045], [-0.382, -0.300, 0.298], [0.228, -0.073, -0.149], [-0.104, -0.226, 0.192], [-0.051, -0.070, 0.011], [0.096, 0.255, -0.082], [-0.160, 0.237, -0.226], [-0.041, -0.036, 0.025], [0.046, -0.040, -0.031], [-0.141, 0.125, -0.101], [-0.035, -0.062, -0.020], [0.003, -0.021, -0.044], [-0.010, -0.054, 0.003], [-0.060, 0.036, 0.061], [0.059, 0.051, -0.030], [-0.062, 0.083, 0.182], [-0.002, 0.055, 0.000], [0.009, -0.044, 0.059], [0.061, -0.115, 0.217], [-0.049, 0.035, -0.029], [-0.004, -0.004, -0.009], [0.075, -0.086, 0.183], [-0.003, 0.024, -0.034], [-0.055, -0.141, -0.100], [0.030, -0.025, 0.059], [0.013, -0.008, 0.044], [0.033, 0.009, -0.049], [-0.004, -0.077, -0.043], [0.038, -0.017, -0.026], [-0.006, 0.029, -0.008], [0.216, -0.003, -0.330], [-0.001, 0.036, 0.037], [-0.026, 0.048, -0.002], [-0.026, -0.078, 0.040], [0.018, -0.069, 0.014], [-0.006, 0.020, 0.016], [-0.004, 0.020, -0.014], [0.063, 0.012, 0.038], [-0.001, 0.012, 0.004], [0.012, -0.163, -0.136], [-0.016, -0.119, -0.058], [-1.037, -0.163, 0.230], [0.009, -0.010, -0.021], [0.010, -0.022, 0.032], [0.013, 0.257, 0.356], [0.011, -0.063, -0.063], [0.275, -0.512, -0.228], [0.041, 0.026, 0.035], [-0.025, 0.009, 0.032], [0.010, -0.007, 0.005], [-0.057, 0.069, -0.016], [-0.018, 0.018, 0.012], [0.022, 0.047, 0.027], [-0.058, 0.037, -0.027], [0.012, 0.036, 0.020], [0.081, -0.050, -0.011], [0.018, 0.023, 0.052], [-0.111, -0.045, -0.003], [0.287, 0.053, -0.128], [0.133, 0.032, -0.054], [0.018, -0.018, -0.002], [-0.127, -0.299, -0.055], [0.066, -0.324, 0.091], [0.005, 0.049, 0.067], [-0.155, 0.091, 0.081]],
  "orbital_gap_ha": [0.123, 0.196],
  "lumo_ev": [4.345, 4.344],
  "charge": -2,
  "spin_multiplicity": 4
}

Number 1: energy -22318.006 eV. Number 2: energy -87395.827 eV.